Below is a molecular structure, C13H14BMnNO2 in a non-equilibrium geometry, with properties calculated with ωB97M-V with the def2-TZVPD basis set.

ORCA input file:
```
! wB97M-V def2-TZVPD RIJCOSX def2/J DEFGRID3
* xyz 0 4
C -2.869 -0.845 -2.228
C -2.630 -2.086 -1.525
C -1.230 -2.375 -1.542
C -0.559 -1.283 -2.156
C -1.552 -0.309 -2.573
Mn -1.905 -0.188 -0.426
N -0.538 1.300 -0.939
C -3.489 0.325 0.699
C -3.296 -1.086 1.063
H -0.758 -3.305 -1.211
H -3.396 -2.766 -1.113
H 0.527 -1.199 -2.287
H -1.380 0.530 -3.251
H -3.845 -0.402 -2.479
H -4.005 -1.870 0.833
H -2.936 1.135 1.284
H -0.764 2.216 -1.357
H -2.768 -1.303 2.022
H -4.225 0.744 -0.044
O 0.700 1.073 1.343
B 0.601 1.265 -0.114
O 1.928 1.284 -0.681
C 2.735 0.913 0.330
C 4.104 0.938 0.238
C 4.855 0.955 1.393
C 4.213 0.907 2.630
C 2.825 0.843 2.737
C 2.039 0.853 1.574
H 4.505 1.019 -0.771
H 5.928 1.011 1.305
H 4.828 0.919 3.524
H 2.357 0.788 3.720
*
```

Summary:
**Orbital gap (alpha / beta)**: 6.681 / 7.804 eV
**Expectation value of S²**: 4.2233
**M**: 282.010 g/mol
**E_HOMO (alpha / beta)**: -7.8 / -7.5 eV
**DFT total energy**: -1884.8316 hartree
**Maximum force**: 2.8 eV Å⁻¹

Atom charges from the natural (NBO) analysis, given in e for atoms 1 to 4: -0.442, -0.222, -0.306, -0.221

=====

Below is a molecular structure, C13H14BaIN3S in a non-equilibrium geometry, with properties calculated with ωB97M-V with the def2-TZVPD basis set.

ORCA input file:
```
! wB97M-V def2-TZVPD RIJCOSX def2/J DEFGRID3
* xyz 0 1
C 2.258 -3.495 -1.255
C 0.766 -3.765 -1.597
H 2.680 -2.592 -1.737
H 2.910 -4.306 -1.605
H 2.435 -3.413 -0.170
H 0.371 -3.087 -2.376
H 0.657 -4.767 -2.040
H 0.112 -3.731 -0.700
C 1.927 2.343 -0.411
C 2.081 3.732 -0.367
C 0.944 4.515 -0.564
C -0.284 3.876 -0.774
H 2.792 1.679 -0.234
H 3.061 4.162 -0.181
H 0.998 5.603 -0.547
H -1.205 4.441 -0.902
N 0.760 1.727 -0.646
C -0.367 2.464 -0.802
C -1.654 1.709 -0.925
N -1.609 0.352 -0.866
C -2.764 -0.347 -0.843
C -4.085 1.655 -1.057
C -4.025 0.263 -0.940
H -2.673 -1.438 -0.736
H -4.918 -0.365 -0.916
C -2.888 2.380 -1.037
H -2.892 3.459 -1.090
H -5.045 2.160 -1.145
Ba 0.930 -1.165 -0.643
I 4.108 -0.603 0.118
S 0.362 -1.717 4.517
C 0.359 -1.778 2.923
N 0.341 -1.850 1.726
*
```

Summary:
**Orbital gap**: 6.511 eV
**M**: 508.575 g/mol
**E_HOMO**: -7.4 eV
**DFT total energy**: -1389.5204 hartree
**Maximum force**: 2.3 eV Å⁻¹

Atom charges from the Mulliken analysis, given in e for atoms 1 to 4: -1.127, -1.310, 0.423, 0.299

=====

Below is 2 unconnected molecules or ions with the total composition C13H14Br4ClF2NO5PS in a non-equilibrium geometry, with properties calculated with ωB97M-V with the def2-TZVPD basis set.

ORCA input file:
```
! wB97M-V def2-TZVPD RIJCOSX def2/J DEFGRID3
* xyz -1 1
C 1.965 3.707 1.186
C 1.124 2.897 1.432
C 0.091 1.824 1.509
O 0.104 1.029 0.345
C 0.659 -0.289 0.528
P 2.341 -0.251 1.398
S 3.484 -1.805 1.247
C -0.436 -1.096 1.264
Br 0.122 -2.881 1.884
C -1.760 -1.190 0.425
C -2.046 -2.545 -0.218
Br -3.256 -0.892 1.714
C 0.911 -0.738 -0.968
F -0.106 -0.311 -1.781
C 2.123 -0.011 -1.443
C 3.034 0.659 -1.817
N 1.119 -2.172 -1.132
F 2.305 -2.375 -1.822
C -1.250 2.558 1.500
Br -1.791 3.284 -0.186
C -2.027 2.713 2.548
C -3.377 3.412 2.499
Br -1.500 2.051 4.271
H 2.565 4.581 1.235
H 0.177 1.279 2.448
H 3.040 0.910 1.012
H 2.013 -0.050 2.769
H -0.728 -0.606 2.192
H -1.841 -0.359 -0.269
H -1.188 -2.995 -0.715
H -2.418 -3.271 0.504
H -2.839 -2.405 -0.958
H 3.816 1.030 -2.433
H 0.419 -2.474 -1.819
H -3.241 4.493 2.510
H -3.948 3.059 3.360
H -3.905 3.052 1.616
O 2.162 -1.688 -4.856
Cl 1.252 -2.765 -5.171
O 1.967 -4.019 -5.183
O 0.658 -2.532 -6.466
O 0.205 -2.818 -4.158
*
```

Summary:
**Orbital gap**: 7.619 eV
**M**: 720.363 g/mol
**E_HOMO**: -5.9 eV
**DFT total energy**: -12629.7961 hartree
**Maximum force**: 2.2 eV Å⁻¹

Atom charges from the natural (NBO) analysis, given in e for atoms 1 to 4: -0.181, -0.048, -0.056, -0.527

=====

Please write out number 2 again, unchanged.
Below is a molecular structure, C13H14BaIN3S in a non-equilibrium geometry, with properties calculated with ωB97M-V with the def2-TZVPD basis set.

ORCA input file:
```
! wB97M-V def2-TZVPD RIJCOSX def2/J DEFGRID3
* xyz 0 1
C 2.258 -3.495 -1.255
C 0.766 -3.765 -1.597
H 2.680 -2.592 -1.737
H 2.910 -4.306 -1.605
H 2.435 -3.413 -0.170
H 0.371 -3.087 -2.376
H 0.657 -4.767 -2.040
H 0.112 -3.731 -0.700
C 1.927 2.343 -0.411
C 2.081 3.732 -0.367
C 0.944 4.515 -0.564
C -0.284 3.876 -0.774
H 2.792 1.679 -0.234
H 3.061 4.162 -0.181
H 0.998 5.603 -0.547
H -1.205 4.441 -0.902
N 0.760 1.727 -0.646
C -0.367 2.464 -0.802
C -1.654 1.709 -0.925
N -1.609 0.352 -0.866
C -2.764 -0.347 -0.843
C -4.085 1.655 -1.057
C -4.025 0.263 -0.940
H -2.673 -1.438 -0.736
H -4.918 -0.365 -0.916
C -2.888 2.380 -1.037
H -2.892 3.459 -1.090
H -5.045 2.160 -1.145
Ba 0.930 -1.165 -0.643
I 4.108 -0.603 0.118
S 0.362 -1.717 4.517
C 0.359 -1.778 2.923
N 0.341 -1.850 1.726
*
```

Summary:
**Orbital gap**: 6.511 eV
**M**: 508.575 g/mol
**E_HOMO**: -7.4 eV
**DFT total energy**: -1389.5204 hartree
**Maximum force**: 2.3 eV Å⁻¹

Atom charges from the Mulliken analysis, given in e for atoms 1 to 4: -1.127, -1.310, 0.423, 0.299

=====

- Which of these has the lowest M?
  C13H14BMnNO2